Formula: C31H22AsMgNS2
Source: the Open Molecules 2025 dataset
Level of theory: ωB97M-V with the def2-TZVPD basis set

Element x y z (Å)
Mg (-0.7148, 1.9068, -0.6911)
S (3.5544, 3.3925, -0.4200)
C (3.7995, 1.7191, -0.8160)
C (4.9740, 0.9796, -0.7802)
C (4.9186, -0.3526, -1.1470)
C (3.7171, -0.9228, -1.5708)
C (2.5461, -0.1900, -1.5940)
C (2.5710, 1.1403, -1.1751)
N (1.4893, 1.9993, -1.0842)
C (1.8424, 3.2049, -0.7200)
C (0.9010, 4.3022, -0.5510)
C (1.3365, 5.6281, -0.4460)
C (0.4030, 6.6393, -0.3429)
C (-0.9536, 6.3270, -0.3270)
C (-1.3693, 5.0026, -0.3875)
C (-0.4589, 3.9534, -0.5062)
H (5.9039, 1.4368, -0.4689)
H (5.8178, -0.9530, -1.1112)
H (3.7007, -1.9610, -1.8775)
H (1.6265, -0.6387, -1.9422)
H (2.3965, 5.8622, -0.4619)
H (0.7192, 7.6721, -0.2726)
H (-1.6813, 7.1279, -0.2685)
H (-2.4291, 4.7748, -0.3362)
S (-3.1137, 1.6087, -0.6332)
C (-3.5920, -0.0254, -0.2212)
C (-4.9592, -0.2620, -0.0143)
C (-5.4322, -1.5200, 0.3015)
C (-4.5519, -2.5886, 0.4326)
C (-3.1996, -2.3692, 0.2495)
C (-2.7076, -1.1060, -0.0775)
As (-0.8005, -0.8331, -0.2951)
C (-0.2468, -0.8382, 1.5746)
C (1.1108, -0.9130, 1.8917)
C (1.5354, -0.8374, 3.2088)
C (0.6085, -0.6525, 4.2254)
C (-0.7407, -0.5613, 3.9190)
C (-1.1683, -0.6615, 2.6024)
C (-0.3065, -2.6352, -0.8725)
C (0.3561, -3.5649, -0.0826)
C (0.6597, -4.8200, -0.5932)
C (0.3023, -5.1512, -1.8912)
C (-0.3587, -4.2246, -2.6868)
C (-0.6522, -2.9693, -2.1813)
H (-5.6361, 0.5768, -0.1093)
H (-6.4941, -1.6699, 0.4532)
H (-4.9193, -3.5774, 0.6732)
H (-2.5055, -3.1942, 0.3624)
H (1.8394, -1.0360, 1.0994)
H (2.5900, -0.9187, 3.4396)
H (0.9397, -0.5765, 5.2531)
H (-1.4673, -0.4149, 4.7078)
H (-2.2263, -0.6047, 2.3766)
H (0.6232, -3.3143, 0.9364)
H (1.1739, -5.5432, 0.0270)
H (0.5349, -6.1330, -2.2830)
H (-0.6414, -4.4828, -3.6991)
H (-1.1648, -2.2370, -2.7963)

Summary:
- DFT total energy (Eh) = -4481.5793

=====

Formula: C31H22BN3O4S3SbTa
Source: the Open Molecules 2025 dataset
Level of theory: ωB97M-V with the def2-TZVPD basis set

Element x y z (Å)
Ta (0.3650, 0.0400, 0.6940)
O (-0.7567, 0.5411, -0.7225)
C (-1.7597, 1.3150, -1.1020)
C (-2.3145, 1.1815, -2.3739)
C (-3.4400, 1.8957, -2.7382)
C (-4.0272, 2.7820, -1.8379)
C (-3.4533, 2.9687, -0.5991)
C (-2.3051, 2.2666, -0.2059)
C (-1.7044, 2.5333, 1.0642)
N (-0.6370, 1.9293, 1.5044)
N (-0.1348, 2.3838, 2.6843)
C (0.9138, 1.6905, 3.0196)
O (1.3194, 0.7064, 2.2753)
C (1.6556, 2.0043, 4.2483)
C (1.0403, 2.6255, 5.3315)
C (1.7592, 2.8671, 6.4899)
C (3.0958, 2.5003, 6.5761)
C (3.7165, 1.8946, 5.4922)
C (2.9981, 1.6393, 4.3368)
H (-1.8499, 0.4792, -3.0548)
H (-3.8648, 1.7584, -3.7247)
H (-4.9262, 3.3216, -2.1079)
H (-3.8886, 3.6778, 0.0971)
H (-2.1279, 3.3174, 1.6866)
H (-0.0019, 2.9044, 5.2531)
H (1.2788, 3.3379, 7.3385)
H (3.6477, 2.6745, 7.4915)
H (4.7616, 1.6170, 5.5470)
H (3.4616, 1.1470, 3.4918)
S (-0.9773, -3.2878, 4.2749)
Sb (-0.8008, -3.2400, 2.0222)
S (-2.0644, -1.0124, 1.5259)
S (1.3002, -2.0595, 1.5866)
C (0.8859, -4.1369, -1.8842)
C (-0.3482, -4.7544, -2.0284)
C (-1.4866, -4.0316, -1.7475)
C (-1.3733, -2.7064, -1.3022)
N (-0.1824, -2.1244, -1.1440)
C (0.9133, -2.8311, -1.4359)
C (-2.6455, -1.9601, -1.0909)
C (-3.5540, -2.0354, -2.1530)
C (-4.8090, -1.4625, -2.0970)
C (-5.1893, -0.7902, -0.9456)
C (-4.3087, -0.6971, 0.1135)
C (-3.0316, -1.2664, 0.0667)
H (1.8107, -4.6551, -2.0972)
H (-0.4148, -5.7856, -2.3523)
H (-2.4698, -4.4716, -1.8379)
H (1.8565, -2.3236, -1.2905)
H (-3.2455, -2.5501, -3.0558)
H (-5.4768, -1.5313, -2.9466)
H (-6.1695, -0.3353, -0.8725)
H (-4.5985, -0.1723, 1.0149)
O (3.3696, -0.2657, -0.4981)
B (2.0908, 0.3106, -0.6272)
O (1.9476, 0.7470, -1.9624)
C (3.0979, 0.4252, -2.6160)
C (3.4410, 0.6237, -3.9358)
C (4.6948, 0.1703, -4.3410)
C (5.5608, -0.4503, -3.4495)
C (5.2121, -0.6431, -2.1139)
C (3.9699, -0.1950, -1.7192)
H (2.7624, 1.1096, -4.6247)
H (4.9984, 0.3040, -5.3717)
H (6.5256, -0.7927, -3.8018)
H (5.8866, -1.1229, -1.4172)

Summary:
- energy relative to the best compared isomer or geometry (same formula, charge and spin) (kcal per mole) = 54.2
- 2S+1 = 2
- net charge = -1

=====

Formula: C31H22BrI2N5O3Ru
Source: the Open Molecules 2025 dataset
Level of theory: ωB97M-V with the def2-TZVPD basis set

Element x y z (Å)
Ru (0.6264, 0.1700, -0.2997)
O (0.3797, -4.0331, 0.9625)
C (0.9737, -3.9784, 2.0967)
C (1.4035, -5.2091, 2.6909)
C (2.0836, -5.1653, 3.8617)
C (2.3538, -3.9104, 4.4684)
C (1.9087, -2.6960, 3.8997)
C (1.2090, -2.6973, 2.7309)
C (0.5593, -1.4772, 2.1090)
O (0.4822, -1.5861, 0.7045)
N (1.2802, -0.2686, 2.3950)
N (0.6298, 0.7651, 1.6737)
C (1.4858, 1.6526, 1.2052)
C (1.1306, 3.0444, 0.9342)
Br (2.2901, 3.7980, -0.3883)
C (0.3352, 3.8796, 1.6025)
C (-0.5057, 3.7023, 2.7978)
C (-0.5181, 4.7861, 3.6797)
C (-1.1719, 4.7076, 4.8978)
C (-1.8534, 3.5517, 5.2452)
C (-1.9057, 2.4923, 4.3505)
C (-1.2445, 2.5663, 3.1341)
H (0.2783, -3.0574, 0.6255)
H (1.1766, -6.1368, 2.1792)
H (2.4261, -6.0797, 4.3272)
H (2.9061, -3.8811, 5.4002)
H (2.1265, -1.7716, 4.4174)
H (-0.4656, -1.4445, 2.5169)
H (1.3619, -0.0074, 3.3665)
H (2.5523, 1.4786, 1.3411)
H (0.4171, 4.9134, 1.2818)
H (0.0113, 5.6953, 3.4141)
H (-1.1599, 5.5549, 5.5706)
H (-2.3661, 3.4891, 6.1959)
H (-2.4921, 1.6149, 4.5944)
H (-1.3505, 1.7710, 2.4123)
I (-0.9731, 4.3169, -3.1486)
C (-0.6861, 2.3557, -3.6928)
C (-0.9170, 1.9266, -4.9909)
C (-0.7187, 0.6058, -5.3667)
I (-1.0836, 0.0877, -7.3301)
C (-0.2821, -0.3844, -4.4102)
C (-0.0286, -1.7354, -4.6862)
C (0.3673, -2.5713, -3.6673)
C (0.5015, -2.0686, -2.3768)
N (0.2828, -0.7901, -2.0927)
C (-0.0843, 0.0403, -3.0964)
C (-0.2403, 1.4243, -2.7030)
O (0.0272, 1.7482, -1.5130)
H (-1.2593, 2.6418, -5.7260)
H (-0.1392, -2.1111, -5.6954)
H (0.5782, -3.6154, -3.8568)
H (0.7903, -2.7032, -1.5536)
N (7.2973, -1.6247, -3.6728)
C (6.3440, -1.2690, -3.1382)
C (5.1563, -0.8301, -2.4511)
C (4.4776, 0.3109, -2.8546)
C (3.3487, 0.6880, -2.1502)
N (2.8918, 0.0068, -1.0979)
C (3.5523, -1.0885, -0.7103)
C (4.6831, -1.5470, -1.3568)
H (4.8243, 0.8983, -3.6940)
H (2.7994, 1.5813, -2.4218)
H (3.1591, -1.6000, 0.1590)
H (5.1917, -2.4394, -1.0210)

Summary:
- DFT total energy (Eh) = -4957.6554
- 2S+1 = 5
- net charge = +2

=====

Max |F|? In order: 0.684; 2.445; 1.074 eV/Å.